(1)
Entry from the OMol25 dataset: C50H44AsBrCrNSSb2 as an isolated structure (the ωB97M-V functional and the def2-TZVPD basis).

XYZ file:
```
101
Properties=species:S:1:pos:R:3:forces:R:3
Cr 0.074 0.227 -0.009 -0.251 -0.736 0.014
S 0.254 -0.203 2.259 -0.058 -0.179 0.393
C -0.858 -1.493 2.792 -0.017 0.006 0.000
C -1.011 -1.641 4.175 -0.001 0.013 -0.020
C -1.816 -2.638 4.704 0.035 0.058 0.029
C -2.484 -3.518 3.863 -0.011 -0.024 0.042
C -2.334 -3.392 2.492 0.096 0.102 0.048
C -1.526 -2.393 1.948 0.043 0.017 0.016
As -1.350 -2.203 0.024 0.437 -0.075 0.244
C -2.367 -3.712 -0.617 -0.247 0.108 -0.146
C -1.798 -4.944 -0.912 -0.178 -0.126 0.028
C -2.604 -5.986 -1.358 0.001 -0.010 -0.013
C -3.972 -5.799 -1.510 -0.024 0.004 0.007
C -4.542 -4.565 -1.216 0.003 -0.036 -0.020
C -3.738 -3.521 -0.778 -0.006 -0.244 -0.105
C 0.449 -2.906 -0.286 0.026 0.082 -0.114
C 1.340 -3.223 0.732 0.121 -0.028 -0.107
C 2.631 -3.634 0.422 0.029 -0.006 -0.024
C 3.032 -3.756 -0.904 -0.026 -0.022 0.054
C 2.139 -3.463 -1.928 -0.075 -0.111 0.035
C 0.858 -3.025 -1.616 0.100 -0.008 0.086
H -0.484 -0.958 4.831 -0.045 -0.042 -0.023
H -1.922 -2.726 5.781 0.025 0.017 -0.106
H -3.113 -4.302 4.270 0.053 0.077 -0.030
H -2.848 -4.084 1.842 -0.022 -0.044 -0.076
H -0.738 -5.104 -0.782 0.056 -0.015 -0.004
H -2.159 -6.949 -1.584 -0.035 0.069 0.022
H -4.596 -6.617 -1.853 0.062 0.081 0.025
H -5.609 -4.416 -1.334 0.076 -0.012 0.014
H -4.183 -2.563 -0.552 -0.053 0.120 0.020
H 1.037 -3.143 1.764 -0.048 0.031 0.127
H 3.325 -3.867 1.223 -0.034 0.009 -0.056
H 4.036 -4.093 -1.139 -0.048 0.005 0.017
H 2.437 -3.579 -2.965 -0.041 -0.020 0.095
H 0.162 -2.800 -2.417 -0.046 -0.011 -0.036
C 3.552 0.625 -2.267 -0.218 -0.389 -0.146
C 3.157 -0.523 -3.215 -0.075 0.200 0.034
C 1.766 -0.361 -3.851 0.175 -0.027 0.184
Sb 0.211 0.560 -2.698 0.073 0.314 -0.524
C -1.282 0.302 -4.186 -0.140 -0.026 -0.081
C -1.623 -0.991 -4.595 -0.108 0.191 0.010
C -2.507 -1.178 -5.652 -0.001 0.050 0.050
C -3.058 -0.078 -6.300 0.037 -0.017 0.022
C -2.739 1.208 -5.884 0.028 -0.010 0.098
C -1.853 1.405 -4.828 -0.033 -0.224 0.007
C 0.643 2.617 -3.030 -0.029 0.169 -0.063
C 1.450 3.057 -4.081 -0.096 0.107 0.131
C 1.688 4.414 -4.267 -0.004 -0.017 0.044
C 1.111 5.348 -3.412 -0.013 -0.022 0.000
C 0.297 4.922 -2.370 0.003 -0.076 -0.041
C 0.067 3.562 -2.180 0.203 0.118 -0.192
Sb 2.772 0.334 -0.274 0.623 0.570 -0.083
C 4.656 -0.144 0.580 -0.040 -0.188 0.151
C 5.149 0.561 1.676 0.091 -0.169 -0.098
C 6.430 0.290 2.148 -0.044 -0.018 -0.025
C 7.212 -0.680 1.535 -0.034 0.000 -0.019
C 6.714 -1.392 0.449 -0.028 0.036 0.052
C 5.436 -1.128 -0.027 0.010 0.050 0.102
C 2.727 2.395 0.312 0.013 0.096 0.108
C 3.212 3.403 -0.521 -0.078 0.125 0.094
C 3.185 4.732 -0.112 -0.005 -0.031 0.021
C 2.678 5.071 1.138 0.027 -0.015 -0.064
C 2.202 4.076 1.981 -0.012 -0.118 -0.053
C 2.224 2.744 1.570 0.013 0.163 -0.083
H 3.203 1.576 -2.662 -0.017 0.057 0.003
H 4.628 0.695 -2.126 0.086 -0.039 -0.052
H 3.205 -1.479 -2.692 0.019 0.135 -0.027
H 3.887 -0.593 -4.025 0.024 0.034 -0.033
H 1.354 -1.320 -4.165 0.023 -0.037 -0.035
H 1.803 0.266 -4.742 0.063 -0.029 -0.074
H -1.215 -1.861 -4.089 0.023 0.031 -0.041
H -2.766 -2.183 -5.966 0.026 0.073 0.016
H -3.737 -0.226 -7.132 0.033 0.010 0.074
H -3.178 2.066 -6.383 0.045 -0.071 0.034
H -1.609 2.415 -4.515 0.038 -0.059 -0.034
H 1.902 2.351 -4.766 0.019 -0.012 -0.031
H 2.323 4.744 -5.083 -0.066 -0.034 0.065
H 1.294 6.407 -3.563 -0.019 -0.116 0.024
H -0.158 5.645 -1.703 0.039 -0.058 -0.036
H -0.557 3.250 -1.356 -0.089 -0.055 0.109
H 4.553 1.325 2.160 0.004 0.011 -0.033
H 6.816 0.844 2.997 -0.031 -0.047 -0.068
H 8.211 -0.884 1.904 -0.073 0.012 -0.022
H 7.321 -2.154 -0.026 -0.018 0.038 0.016
H 5.056 -1.696 -0.872 0.027 0.066 0.047
H 3.611 3.170 -1.499 0.027 0.034 0.019
H 3.566 5.505 -0.773 -0.044 -0.083 0.067
H 2.664 6.109 1.456 0.004 -0.100 -0.029
H 1.819 4.330 2.965 0.034 -0.032 -0.086
H 1.857 1.983 2.251 -0.013 -0.050 0.009
Br -5.176 4.342 0.407 -0.241 0.210 0.022
C -3.769 3.126 0.319 -0.118 0.112 0.004
C -2.645 3.307 1.097 0.444 -0.032 0.235
C -1.622 2.381 0.991 -0.225 0.261 0.126
N -1.676 1.329 0.166 -0.081 0.457 0.232
C -2.775 1.170 -0.566 -0.279 0.003 -0.215
C -3.847 2.039 -0.527 -0.086 -0.325 -0.278
H -2.555 4.143 1.779 -0.011 -0.076 -0.069
H -0.730 2.479 1.591 0.105 0.002 0.075
H -2.791 0.307 -1.211 -0.031 -0.199 -0.177
H -4.717 1.865 -1.149 0.127 0.018 0.093
```
Forces are in eV/Å.

As for the HOMO energy (alpha / beta): -9.6 / -9.9 eV. For the LUMO energy (alpha / beta), the calculation gives -2.423 / -2.562 eV. As for the charge: +1. The multiplicity is 5. The energy is -237261.531 eV. Its maximum force is 0.8 eV/Å.

(2)
Entry from the OMol25 dataset: a 9-piece molecular cluster, C50H45F5N4 overall in a non-equilibrium geometry (the ωB97M-V functional and the def2-TZVPD basis).

XYZ file:
```
104
Properties=species:S:1:pos:R:3:forces:R:3
N 22.839 -11.190 22.482 0.948 0.061 -0.114
C 22.308 -10.119 21.886 0.593 0.654 -0.493
C 22.966 -9.379 20.910 1.828 -0.944 -0.292
C 24.259 -9.838 20.479 -1.405 0.799 0.445
C 24.830 -10.938 21.066 -1.467 -1.192 0.958
C 24.073 -11.571 22.100 -0.461 0.654 -0.466
H 21.331 -9.804 22.223 -0.279 -0.120 -0.001
H 22.594 -8.486 20.430 -0.415 -0.044 0.202
H 24.773 -9.285 19.706 0.021 -0.045 -0.138
H 25.699 -11.445 20.673 0.331 0.337 0.229
H 24.438 -12.419 22.660 0.309 -0.178 -0.190
N 22.627 -17.907 29.073 -0.641 0.783 -0.716
C 21.356 -17.459 29.192 1.064 -0.404 -1.632
C 20.668 -16.842 28.118 0.695 0.643 0.958
C 21.315 -16.566 26.917 1.740 -1.248 0.586
C 22.675 -17.034 26.783 -2.433 0.487 0.851
C 23.246 -17.668 27.890 -0.658 -0.300 -0.400
H 20.852 -17.694 30.117 -0.015 0.151 0.140
H 19.702 -16.430 28.372 -0.346 -0.194 -0.400
H 20.817 -16.085 26.088 -0.132 0.061 -0.032
H 23.149 -16.906 25.822 0.432 -0.079 0.162
H 24.222 -18.107 27.746 0.269 0.069 0.366
N 19.465 -14.647 24.066 -1.253 0.312 -0.601
C 18.263 -14.284 23.517 1.268 -0.233 1.074
C 17.850 -12.960 23.332 0.399 -0.287 0.566
C 18.761 -11.967 23.649 2.232 -0.665 0.354
C 20.083 -12.350 24.037 -1.030 -0.464 1.096
C 20.354 -13.698 24.350 -1.509 0.655 -0.938
H 17.609 -15.135 23.393 -0.272 0.176 -0.348
H 16.835 -12.694 23.075 -0.071 -0.257 -0.218
H 18.520 -10.914 23.629 -0.148 0.078 -0.292
H 20.865 -11.670 24.340 -0.053 0.506 -0.382
H 21.225 -14.040 24.889 0.406 0.256 -0.189
N 17.312 -17.188 18.300 -0.274 -0.602 1.405
C 18.220 -16.367 18.841 0.417 -1.005 -0.442
C 18.574 -16.365 20.188 0.679 1.133 -0.075
C 17.860 -17.035 21.123 -1.625 -2.046 -0.387
C 16.841 -17.881 20.609 0.561 0.482 -1.020
C 16.684 -17.993 19.203 -0.251 1.858 1.367
H 18.797 -15.786 18.137 -0.043 0.272 -0.084
H 19.403 -15.793 20.578 0.201 0.396 -0.460
H 18.138 -16.986 22.165 -0.202 -0.039 0.103
H 16.113 -18.426 21.192 0.304 -0.107 0.379
H 15.810 -18.563 18.923 0.290 -0.329 -0.762
F 13.191 -9.946 25.260 -0.006 -0.061 0.552
C 13.393 -10.085 23.944 -1.439 0.444 -0.423
C 14.582 -10.585 23.510 1.280 0.100 -0.908
C 14.874 -10.624 22.136 -0.532 0.393 0.216
C 13.921 -10.165 21.254 -1.066 -0.140 0.150
C 12.672 -9.717 21.734 0.504 0.273 -0.455
C 12.361 -9.658 23.077 1.455 -0.311 0.189
H 15.408 -10.807 24.170 -0.286 -0.208 0.498
H 15.853 -10.919 21.788 0.054 -0.192 -0.044
H 14.021 -10.169 20.179 0.470 -0.032 0.002
H 12.010 -9.302 20.989 -0.361 -0.130 0.093
H 11.448 -9.213 23.444 -0.003 -0.157 0.116
F 27.325 -13.717 28.078 0.209 -0.409 0.192
C 26.017 -13.702 27.826 -1.144 0.812 0.313
C 25.571 -12.851 26.827 0.353 -0.677 -0.373
C 24.226 -12.826 26.536 -1.526 0.368 0.306
C 23.275 -13.543 27.276 1.488 0.217 0.200
C 23.759 -14.267 28.365 -1.021 -0.714 -0.398
C 25.097 -14.371 28.643 1.508 0.382 -0.201
H 26.289 -12.344 26.199 0.043 0.201 0.105
H 23.814 -12.160 25.793 0.374 0.009 -0.513
H 22.235 -13.546 26.984 -0.097 0.010 0.160
H 23.086 -14.892 28.933 -0.188 0.120 0.233
H 25.477 -14.931 29.485 -0.109 -0.181 0.018
F 22.422 -9.616 25.831 -2.475 0.212 0.697
C 21.104 -9.446 26.108 2.980 0.110 -1.263
C 20.535 -10.075 27.197 -1.134 -0.965 1.250
C 19.170 -9.993 27.372 1.546 -0.273 0.694
C 18.380 -9.192 26.539 0.339 0.515 -0.607
C 19.000 -8.451 25.470 1.718 -0.983 0.026
C 20.379 -8.639 25.228 -2.916 0.305 -0.644
H 21.107 -10.681 27.885 0.339 0.051 -0.100
H 18.801 -10.531 28.232 -0.549 0.052 -0.143
H 17.312 -9.190 26.701 -0.125 0.244 -0.166
H 18.392 -7.883 24.782 0.029 0.062 0.003
H 20.799 -8.384 24.266 0.312 0.507 0.176
F 25.075 -14.652 24.292 -0.401 -0.402 -0.832
C 24.754 -15.317 23.131 2.001 -0.414 -0.590
C 23.456 -15.382 22.701 0.302 -0.198 0.031
C 23.189 -16.055 21.498 -0.171 -0.311 0.488
C 24.199 -16.700 20.791 0.394 -0.210 0.478
C 25.506 -16.674 21.270 0.087 1.016 0.775
C 25.820 -15.919 22.406 -1.181 0.330 0.342
H 22.728 -14.956 23.375 -0.443 0.029 -0.384
H 22.149 -16.180 21.234 -0.036 0.106 -0.336
H 24.082 -17.322 19.916 -0.736 0.188 -0.106
H 26.278 -17.219 20.747 0.108 0.092 -0.035
H 26.832 -15.753 22.745 0.060 -0.255 0.104
F 19.358 -10.730 21.036 -0.075 0.221 0.382
C 18.327 -11.069 20.243 -0.808 -0.311 -2.262
C 18.165 -12.419 19.904 -0.854 0.272 0.884
C 17.068 -12.824 19.110 1.390 0.677 0.813
C 16.368 -11.831 18.460 -1.742 -0.278 -0.416
C 16.578 -10.498 18.651 1.775 1.531 2.500
C 17.535 -10.088 19.634 -0.188 -0.796 -0.406
H 18.769 -13.083 20.505 0.077 -0.489 -0.314
H 16.754 -13.856 19.062 0.236 -0.078 -0.190
H 15.438 -12.026 17.948 0.168 -0.640 -0.496
H 15.958 -9.710 18.248 -0.123 -0.233 -0.332
H 17.617 -9.061 19.958 0.133 0.156 -0.220
```
Forces are in eV/Å.

As for the HOMO energy (alpha / beta): -11.0 / -10.9 eV. For the LUMO energy (alpha / beta), the calculation gives -4.254 / -8.638 eV. As for the charge: +1. The multiplicity is 2. The energy is -72115.919 eV. Its maximum force is 3.4 eV/Å.